No. 1
{
  "formula": "H8IO4",
  "method": "wB97M-V/def2-TZVPD",
  "total_energy_ha": -603.5568,
  "de_lowest_ev": 0.6442,
  "multiplicity": 1,
  "charge": -1,
  "species": ["I", "O", "H", "H", "O", "H", "H", "O", "H", "H", "O", "H", "H"],
  "coordinates": [[0.000, -1.140, 0.360], [1.112, -0.598, 3.532], [0.465, 0.129, 3.496], [0.864, -0.826, 2.670], [1.708, -2.373, -2.602], [1.476, -2.226, -3.551], [0.915, -2.211, -2.108], [-2.664, 0.716, -0.835], [-1.964, 0.143, -0.563], [-2.220, 1.351, -1.413], [-0.164, 2.625, 0.271], [0.751, 2.675, 0.158], [-0.279, 1.736, 0.585]]
}

No. 2
{
  "formula": "H8KO4",
  "method": "wB97M-V/def2-TZVPD",
  "total_energy_ha": -905.3962,
  "de_lowest_ev": 4.1222,
  "multiplicity": 1,
  "charge": 1,
  "species": ["K", "O", "H", "H", "O", "H", "H", "O", "H", "H", "O", "H", "H"],
  "coordinates": [[0.389, 0.273, -0.096], [-0.586, -1.103, 1.307], [-1.266, -1.772, 1.231], [-0.896, -0.525, 2.005], [-0.395, 1.963, -0.693], [-1.312, 2.153, -0.499], [-0.015, 2.814, -0.914], [-0.498, -0.562, -1.970], [-1.090, -1.312, -1.905], [-0.387, -0.425, -2.911], [1.741, -0.465, 1.208], [2.554, 0.034, 1.287], [1.759, -1.072, 1.948]]
}

| no. | strongest force on any atom (eV Å⁻¹) | frontier orbital gap (eV) |
| --- | --- | --- |
| 1 | 3.45 | 8.07 |
| 2 | 6.73 | 12.47 |